Entry 1:
C6H11N | wB97M-V/def2-TZVPD

The geometry in XYZ format:
```
18
Properties=species:S:1:pos:R:3:forces:R:3
C -1.86117 -0.26653 -0.20986 0.0 0.0 -0.1
C -0.79269 0.81650 -0.19718 0.0 0.0 0.0
C 0.48834 0.03475 0.17740 0.1 0.1 0.0
C 1.49177 0.92096 0.90732 0.0 0.0 0.0
C 1.14838 -0.58725 -1.06434 0.0 0.0 -0.1
C 0.00983 -1.15230 1.02524 -0.5 0.2 -0.3
N -1.27126 -1.23310 0.73729 0.2 -0.2 0.2
H -2.84657 0.06396 0.12898 0.1 0.0 0.0
H -1.84936 -1.97891 1.10281 0.1 0.1 0.0
H -1.97633 -0.73770 -1.19374 0.0 0.1 0.1
H -1.01567 1.54298 0.59426 0.0 -0.1 -0.1
H -0.71793 1.35845 -1.14447 0.0 -0.1 0.1
H 1.07861 1.28432 1.85495 0.1 0.0 -0.1
H 2.41346 0.37306 1.12684 -0.1 0.1 0.0
H 1.74171 1.79179 0.28667 0.0 -0.1 0.1
H 2.00523 -1.20259 -0.77166 -0.1 0.1 0.0
H 0.45340 -1.22929 -1.61966 0.1 0.1 0.1
H 1.50024 0.20088 -1.74084 0.0 -0.1 0.1
```
Positions in Å, forces in eV/Å.

Results
HOMO = -8.159 eV
frontier orbital gap = 9.0521 eV

***

Entry 2:
C2H3ClN2 | wB97M-V/def2-TZVPD

The geometry in XYZ format:
```
8
Properties=species:S:1:pos:R:3:forces:R:3
H 1.23656 0.32710 1.62428 -0.9 0.5 -1.1
N 0.83967 1.25568 1.25277 0.6 -0.8 0.9
N 0.06074 1.26128 0.27913 0.7 1.4 1.3
C -0.31456 0.41643 -0.65065 1.4 -5.8 -3.7
C 0.26281 -0.99299 -1.17365 -0.1 4.5 5.3
Cl -0.20454 -1.47820 -2.66269 -0.3 -0.7 -1.3
H -0.99299 0.86503 -1.38516 0.0 -0.4 0.3
H 0.98705 -1.64036 -0.51216 -1.5 1.4 -1.7
```
Positions in Å, forces in eV/Å.

Results
HOMO (alpha / beta) = -8.500 / -8.774 eV
frontier orbital gap (alpha / beta) = 7.4212 / 7.8556 eV

***

Entry 3:
C17H37AsMnNO7P2Si2 | wB97M-V/def2-TZVPD

The geometry in XYZ format:
```
68
Properties=species:S:1:pos:R:3:forces:R:3
Mn 0.96438 -0.27092 0.41372 0.4 0.0 0.2
C 1.97476 -2.05904 5.02196 0.0 0.0 0.0
C 2.18045 -1.90969 3.53056 0.1 0.0 -0.2
O 3.41655 -2.56072 3.15510 -0.1 0.0 0.1
P 0.95319 -2.80742 2.51212 -0.1 0.0 0.0
O 1.24794 -4.32993 2.83358 0.2 0.0 0.0
O -0.51098 -2.62094 3.07931 -0.1 0.0 -0.1
O 1.05572 -2.43037 1.07925 0.1 0.0 0.0
P 2.29687 -0.15690 2.95561 -0.2 -0.1 -0.1
O 0.69095 0.14031 2.60055 -0.1 0.0 0.0
O 2.80412 0.78234 3.95842 0.0 0.0 0.0
O 2.81023 -0.28382 1.53593 0.1 0.0 0.1
H 2.01531 -3.11000 5.30965 0.0 0.0 0.0
H 1.00637 -1.65330 5.31565 0.0 0.0 0.0
H 2.75651 -1.50976 5.54409 0.0 0.0 0.0
H 3.70334 -2.16092 2.31806 0.0 0.0 0.0
H 2.20737 -4.49583 2.83224 -0.2 0.1 0.0
H -1.08845 -2.25011 2.38313 0.1 0.0 0.1
H 0.21082 0.75939 3.16603 0.1 0.0 0.0
C 0.94055 3.05359 0.49618 0.0 0.0 0.0
N 1.61727 1.95157 -0.17933 0.2 0.0 0.0
C 3.07141 2.10984 -0.03138 0.0 0.1 0.0
C 1.25693 1.93260 -1.60587 -0.1 -0.1 0.0
C 1.70884 0.64012 -2.23564 0.0 0.1 0.2
C 2.31506 0.58086 -3.48135 0.0 0.0 -0.1
C 2.67904 -0.64886 -4.01966 0.0 0.0 0.0
C 2.44938 -1.81507 -3.30403 0.0 0.0 0.0
C 1.85378 -1.75578 -2.04744 0.0 0.0 0.1
C 1.48546 -0.53135 -1.50897 -0.1 0.0 -0.2
H 1.22810 4.02270 0.06661 0.0 0.0 0.0
H 1.20587 3.05392 1.55398 0.0 0.0 0.0
H -0.13670 2.93636 0.39374 0.0 0.0 0.0
H 3.39874 3.05134 -0.49335 0.0 0.0 0.0
H 3.58704 1.27985 -0.50651 0.0 0.0 0.0
H 3.33298 2.11260 1.02358 0.0 0.0 0.0
H 1.65819 2.81460 -2.12376 0.0 0.0 0.0
H 0.16317 1.97363 -1.65095 0.0 0.1 -0.1
H 2.50140 1.49438 -4.03609 0.0 0.0 0.0
H 3.14683 -0.69410 -4.99523 0.0 0.0 0.0
H 2.73692 -2.77153 -3.72292 0.0 0.0 0.0
H 1.67959 -2.66630 -1.48541 0.0 0.0 0.0
C -4.44678 0.47920 1.13256 0.0 -0.1 0.0
Si -2.75435 1.16954 0.71344 0.0 0.0 0.1
C -2.05231 1.78646 2.35213 0.0 0.0 0.0
C -2.99473 2.64512 -0.42310 0.0 0.1 -0.1
As -1.45163 -0.60234 -0.11100 -0.2 0.0 0.1
Si -2.15996 -0.70032 -2.34986 0.0 -0.1 0.0
C -1.64003 -2.36384 -3.02184 0.0 0.0 0.0
C -4.03489 -0.62958 -2.35075 -0.1 0.0 0.0
C -1.54254 0.63595 -3.50896 0.1 0.1 0.0
H -5.05687 1.25583 1.60441 0.0 0.0 0.0
H -4.36012 -0.35632 1.83107 0.0 0.0 0.0
H -4.97622 0.12141 0.24831 0.0 0.0 0.0
H -2.73014 2.53052 2.78138 0.0 0.0 0.0
H -1.07510 2.26220 2.24062 -0.1 0.0 0.0
H -1.97844 0.96419 3.07087 0.0 0.0 0.0
H -3.79334 3.28700 -0.03808 0.0 0.0 0.0
H -3.27863 2.33024 -1.42944 0.0 0.0 0.0
H -2.09208 3.25497 -0.50798 0.0 0.0 0.0
H -2.11607 -3.17342 -2.46464 0.0 0.0 0.0
H -0.55746 -2.49627 -2.96786 -0.1 0.0 0.0
H -1.94153 -2.44511 -4.07094 0.0 0.0 0.0
H -4.45654 -1.37797 -1.67562 0.0 0.0 0.0
H -4.40301 -0.83748 -3.36027 0.0 0.0 0.0
H -4.41545 0.35164 -2.05708 0.0 0.0 0.0
H -0.46713 0.54626 -3.67618 -0.1 0.0 0.0
H -1.75714 1.64001 -3.13623 0.0 0.0 0.0
H -2.04281 0.52478 -4.47610 0.0 0.0 0.0
```
Positions in Å, forces in eV/Å.

Results
⟨S²⟩ = 6.341
spin multiplicity = 5
HOMO (alpha / beta) = -7.652 / -7.828 eV
frontier orbital gap (alpha / beta) = 6.7180 / 8.3254 eV

***

Entry 4:
C3H8O3S | wB97M-V/def2-TZVPD

The geometry in XYZ format:
```
15
Properties=species:S:1:pos:R:3:forces:R:3
O -0.58637 0.91602 2.56714 0.3 0.0 0.5
C -0.50041 0.37117 1.51487 -0.2 0.1 -0.3
O -0.72460 -0.93721 1.30159 0.6 0.1 0.1
C -0.17823 1.13792 0.24052 -0.4 0.3 -0.1
C -1.12343 0.71161 -0.88104 0.0 -0.2 0.7
S -0.76348 1.32398 -2.48540 0.0 0.1 -0.1
H -0.57460 -1.37062 2.15900 -0.4 -0.2 -0.1
H 0.86770 1.00284 -0.03335 0.0 -0.2 0.1
H -0.36012 2.18560 0.49238 0.2 -0.1 -0.1
H -1.19606 -0.37357 -0.98802 0.1 -0.2 -0.1
H -2.15202 0.99957 -0.59919 0.0 0.1 -0.4
H 0.11752 2.28973 -2.13329 0.0 0.0 0.0
H 2.60657 -2.76525 -1.13082 -0.3 0.2 0.2
H 2.48988 -3.00478 0.33943 -0.2 0.1 0.1
O 2.07765 -2.48701 -0.36382 0.5 -0.3 -0.3
```
Positions in Å, forces in eV/Å.

Results
⟨S²⟩ = 0.753
spin multiplicity = 2
HOMO (alpha / beta) = -14.488 / -14.460 eV
frontier orbital gap (alpha / beta) = 10.3304 / 5.2036 eV
charge = +1

***

Per-record E_tot, eV: -7888.972, -17620.584, -160552.636, -20209.406
Per-record relative energy (zero: lowest compared OMol25 entry of this formula, charge and spin), kJ/mol: 150.46, 465.51, 0.00, 0.00
Per-record largest force on an atom, hartree/bohr: 0.0119, 0.1365, 0.0076, 0.0143